ORCA calculation (the ωB97M-V functional and the def2-TZVPD basis) on a molecular structure, C32H27I2N7OS5Ti.

```
! RIJCOSX wB97M-V def2-TZVPD def2/J DEFGRID3
* xyz -2 3
Ti 0.412 0.292 -0.924
I 4.412 -6.381 -0.722
C 3.069 -4.758 -0.828
C 1.838 -4.924 -1.425
C 1.021 -3.814 -1.587
I -0.843 -4.168 -2.497
C 1.385 -2.507 -1.171
O 0.643 -1.461 -1.425
C 2.640 -2.415 -0.502
C 3.130 -1.091 0.026
N 2.095 -0.328 0.728
C 1.879 -0.775 2.113
C 1.143 -2.081 2.334
C 1.484 -2.888 3.416
C 0.729 -4.017 3.685
C -0.331 -4.310 2.843
C -0.571 -3.465 1.772
N 0.135 -2.368 1.523
C 3.462 -3.518 -0.368
H 1.492 -5.897 -1.740
H 3.458 -0.481 -0.818
H 3.996 -1.268 0.680
H 2.408 0.636 0.787
H 1.291 0.003 2.607
H 2.849 -0.849 2.624
H 2.323 -2.619 4.047
H 0.958 -4.651 4.533
H -0.955 -5.179 3.011
H -1.378 -3.669 1.074
H 4.425 -3.405 0.115
S 2.461 0.451 -2.808
S 2.105 2.112 -3.950
S 0.358 2.983 -3.120
S -0.893 1.431 -2.700
N -3.807 6.734 6.004
C -3.338 6.005 5.242
C -2.760 5.105 4.302
C -2.753 3.723 4.542
C -2.207 2.854 3.625
C -1.618 3.310 2.426
C -1.625 4.705 2.206
C -2.188 5.577 3.109
C -1.017 2.400 1.473
C -1.702 1.202 1.111
C -2.986 0.769 1.511
C -3.251 -0.420 0.824
C -2.142 -0.664 0.023
N -1.204 0.295 0.198
C 0.273 2.743 0.933
C 1.150 3.731 1.415
C 2.326 3.645 0.655
C 2.131 2.612 -0.249
N 0.898 2.051 -0.092
H -3.166 3.348 5.470
H -2.183 1.795 3.844
H -1.207 5.085 1.284
H -2.207 6.640 2.900
H -3.652 1.281 2.187
H -4.148 -1.020 0.880
H -2.004 -1.465 -0.689
H 0.965 4.400 2.241
H 3.217 4.250 0.741
H 2.821 2.266 -1.002
S -3.457 -1.929 -4.141
C -2.213 -1.265 -5.021
N -2.399 -0.544 -6.168
C -1.165 0.158 -6.525
C -0.119 -0.737 -5.863
N -0.886 -1.434 -4.836
H -3.283 -0.075 -6.252
H -1.143 1.170 -6.115
H -1.041 0.214 -7.607
H 0.715 -0.177 -5.447
H 0.272 -1.470 -6.578
H -0.530 -1.488 -3.893
*
```

The HOMO energy (spin up / spin down) comes out at -0.6 / -1.5 eV. Its expectation value of S² is 2.0337. The LUMO energy (spin up / spin down) is 3.189 / 3.189 eV. The calculation puts the gap between HOMO and LUMO (spin up / spin down) at 3.84 / 4.66 eV.



ORCA calculation (the ωB97M-V functional and the def2-TZVPD basis) on 2 unconnected molecules or ions with the total composition C5H14S.

```
! RIJCOSX wB97M-V def2-TZVPD def2/J DEFGRID3
* xyz 0 1
C 2.386 -0.982 -0.322
C 1.601 -1.569 0.820
C 2.246 -1.120 2.089
H 2.116 -1.344 -1.321
H 3.427 -1.324 -0.272
H 2.363 0.122 -0.306
H 0.568 -1.150 0.833
H 1.488 -2.640 0.744
H 3.174 -1.684 2.204
H 2.416 -0.055 2.176
H 1.634 -1.342 2.994
C -2.503 2.785 -1.107
S -1.503 1.263 -0.511
C -2.732 0.057 -1.105
H -2.335 3.129 -2.137
H -3.507 2.723 -0.726
H -1.860 3.553 -0.663
H -3.622 0.543 -0.700
H -2.683 -0.864 -0.529
H -2.674 -0.102 -2.161
*
```

The HOMO energy comes out at -8.6 eV. As for the structure (SMILES): CCC.CSC. The LUMO energy is 1.037 eV. The calculation puts the gap between HOMO and LUMO at 9.68 eV.



| no. | strongest force on any atom (eV Å⁻¹) | total energy (eV) |
| --- | --- | --- |
| 1 | 2.6 | -139599.8616 |
| 2 | 3.1 | -16246.3940 |